{
  "formula": "C14H30N2O3P",
  "method": "the ωB97M-V functional and the def2-TZVPD basis",
  "spin_multiplicity": 2,
  "lumo_ev": [0.5, -0.2],
  "e_tot_ev": -33414.4674,
  "homo_energy_ev": [-8.73, -8.83],
  "s_squared": 0.75,
  "orbital_gap_ev": [9.190, 8.654],
  "symbols": ["C", "C", "C", "C", "C", "C", "P", "N", "O", "O", "C", "C", "C", "C", "N", "O", "C", "C", "C", "C", "H", "H", "H", "H", "H", "H", "H", "H", "H", "H", "H", "H", "H", "H", "H", "H", "H", "H", "H", "H", "H", "H", "H", "H", "H", "H", "H", "H", "H", "H"],
  "positions_angstrom": [[4.823, 0.138, 0.820], [4.155, -1.263, 0.607], [3.224, -1.354, -0.660], [2.480, -0.010, -0.994], [1.581, 0.399, 0.239], [0.056, 0.613, -0.172], [0.028, 1.970, -1.453], [-1.321, 2.822, -1.479], [0.222, 1.371, -3.004], [1.292, 3.017, -1.096], [-0.686, 1.020, 1.166], [-2.134, 0.435, 1.318], [-2.061, -0.713, 2.394], [-3.014, 1.580, 1.985], [-2.767, 0.042, 0.053], [-3.995, -0.314, 0.221], [-2.010, -0.961, -0.719], [-2.403, -2.456, -0.388], [-2.445, -0.754, -2.235], [-0.451, -0.781, -0.684], [5.691, 0.048, 1.500], [5.154, 0.504, -0.177], [4.125, 0.898, 1.233], [3.499, -1.442, 1.494], [4.917, -2.073, 0.614], [3.784, -1.737, -1.540], [2.443, -2.112, -0.412], [1.885, -0.149, -1.924], [3.229, 0.775, -1.234], [1.983, 1.316, 0.715], [1.611, -0.421, 0.985], [-1.961, 2.441, -0.781], [-0.437, 1.851, -3.523], [1.196, 3.188, -0.153], [-0.674, 2.135, 1.189], [-0.094, 0.663, 2.031], [-1.341, -1.472, 2.009], [-1.680, -0.262, 3.333], [-3.064, -1.161, 2.557], [-3.511, 1.180, 2.899], [-3.811, 1.947, 1.313], [-2.387, 2.423, 2.346], [-1.475, -3.072, -0.304], [-2.923, -2.554, 0.583], [-3.030, -2.911, -1.175], [-1.745, -1.334, -2.880], [-3.436, -1.237, -2.386], [-2.483, 0.315, -2.517], [-0.010, -1.566, -0.023], [-0.032, -0.983, -1.691]]
}

***

{
  "formula": "C14H30N2O4P2",
  "method": "the ωB97M-V functional and the def2-TZVPD basis",
  "lumo_ev": -1.1,
  "e_tot_ev": -44747.0204,
  "homo_energy_ev": -6.16,
  "orbital_gap_ev": 5.035,
  "symbols": ["C", "C", "P", "C", "C", "C", "O", "P", "C", "C", "O", "C", "O", "O", "H", "H", "H", "H", "H", "H", "H", "H", "H", "H", "H", "H", "H", "H", "H", "H", "H", "H", "H", "C", "C", "N", "C", "C", "N", "C", "C", "H", "H", "H", "H", "H", "H", "H", "H", "H", "H", "H"],
  "positions_angstrom": [[3.487, 3.853, -0.114], [2.317, 3.282, 0.718], [1.804, 1.570, 0.196], [1.638, 1.706, -1.680], [0.117, 1.187, 0.933], [-0.873, 0.465, -0.057], [-1.689, 1.484, -0.526], [-2.237, 2.262, 0.968], [-2.079, 4.040, 0.301], [-1.356, 4.189, -1.050], [-0.941, 5.579, -1.286], [0.176, 5.852, -0.594], [1.228, 6.038, -1.118], [-0.570, 2.291, 1.507], [4.406, 3.965, 0.468], [3.259, 4.838, -0.527], [3.752, 3.229, -0.974], [2.603, 3.295, 1.768], [1.452, 3.936, 0.574], [2.245, 0.914, -2.113], [0.590, 1.611, -1.980], [1.957, 2.689, -2.034], [0.364, 0.544, 1.795], [-1.406, -0.403, 0.360], [-0.231, -0.007, -0.823], [-3.594, 2.170, 0.423], [-2.722, 2.855, 2.212], [-2.510, 0.978, 1.587], [-1.603, 4.631, 1.090], [-3.073, 4.481, 0.178], [-0.494, 3.527, -1.165], [-2.039, 3.962, -1.868], [0.112, 5.933, 0.498], [1.198, -2.630, -0.246], [0.552, -3.436, 0.862], [-0.179, -4.602, 0.347], [-1.186, -4.575, -0.589], [-1.613, -5.852, -0.747], [-0.867, -6.632, 0.107], [-0.003, -5.853, 0.755], [-0.998, -8.075, 0.301], [0.447, -2.186, -0.900], [1.786, -1.819, 0.183], [1.852, -3.253, -0.859], [-0.154, -2.824, 1.425], [1.309, -3.794, 1.559], [-1.483, -3.641, -1.035], [-2.368, -6.302, -1.365], [0.709, -6.181, 1.491], [-1.300, -8.273, 1.327], [-0.043, -8.555, 0.099], [-1.749, -8.466, -0.377]]
}

***

{
  "formula": "C14H30N2O4S2",
  "method": "the ωB97M-V functional and the def2-TZVPD basis",
  "lumo_ev": 0.7,
  "e_tot_ev": -47845.0852,
  "homo_energy_ev": -8.85,
  "smiles": "CCCCNC(NCCCC)=C(S(=O)(=O)CC)S(=O)(=O)CC",
  "orbital_gap_ev": 9.583,
  "symbols": ["C", "C", "C", "C", "N", "C", "N", "C", "C", "C", "C", "C", "S", "O", "O", "C", "C", "S", "O", "O", "C", "C", "H", "H", "H", "H", "H", "H", "H", "H", "H", "H", "H", "H", "H", "H", "H", "H", "H", "H", "H", "H", "H", "H", "H", "H", "H", "H", "H", "H", "H", "H"],
  "positions_angstrom": [[2.584, 3.776, 0.511], [2.331, 3.280, -0.909], [1.600, 1.938, -0.957], [0.155, 2.030, -0.460], [-0.566, 0.777, -0.610], [-0.165, -0.436, -0.146], [0.600, -0.586, 0.968], [0.620, 0.297, 2.120], [-0.775, 0.534, 2.703], [-0.750, 1.364, 3.986], [-0.314, 2.808, 3.760], [-0.547, -1.570, -0.842], [-1.372, -1.594, -2.387], [-0.818, -2.660, -3.178], [-1.289, -0.269, -2.986], [-3.132, -1.925, -2.083], [-3.836, -1.952, -3.421], [-0.342, -3.226, -0.307], [-1.562, -3.940, -0.581], [0.077, -3.225, 1.088], [1.011, -3.961, -1.266], [2.264, -3.149, -1.036], [1.652, 4.012, 1.019], [3.117, 3.023, 1.088], [3.190, 4.678, 0.490], [1.753, 4.026, -1.457], [3.290, 3.167, -1.417], [2.143, 1.203, -0.360], [1.577, 1.576, -1.988], [-0.388, 2.765, -1.058], [0.121, 2.360, 0.579], [-0.971, 0.676, -1.542], [0.633, -1.572, 1.235], [1.245, -0.197, 2.868], [1.100, 1.241, 1.862], [-1.222, -0.441, 2.912], [-1.400, 1.031, 1.957], [-1.754, 1.364, 4.416], [-0.082, 0.892, 4.709], [-0.412, 3.378, 4.681], [-0.937, 3.280, 3.002], [0.724, 2.863, 3.443], [-3.168, -2.878, -1.565], [-3.480, -1.120, -1.442], [-4.899, -2.149, -3.300], [-3.703, -0.997, -3.925], [-3.398, -2.731, -4.041], [1.100, -4.982, -0.905], [0.678, -3.947, -2.299], [2.497, -3.124, 0.027], [3.107, -3.582, -1.570], [2.115, -2.130, -1.386]]
}

***

{
  "formula": "C14H30NO8S2",
  "method": "the ωB97M-V functional and the def2-TZVPD basis",
  "lumo_ev": -3.9,
  "e_tot_ev": -54537.5163,
  "homo_energy_ev": -12.44,
  "total_charge": 1,
  "orbital_gap_ev": 8.519,
  "symbols": ["O", "C", "O", "C", "C", "C", "C", "C", "C", "C", "N", "H", "H", "H", "H", "H", "H", "H", "H", "H", "H", "H", "H", "H", "H", "O", "S", "O", "O", "C", "C", "C", "H", "H", "H", "H", "H", "H", "H", "H", "O", "S", "O", "O", "C", "C", "C", "H", "H", "H", "H", "H", "H", "H", "H"],
  "positions_angstrom": [[1.287, -1.119, -0.730], [0.811, -1.696, -1.670], [-0.064, -1.052, -2.512], [1.177, -3.128, -1.965], [0.264, -3.934, -2.908], [-0.942, -4.615, -2.243], [-2.284, -3.881, -2.355], [-2.885, -3.117, -1.172], [-3.470, -1.866, -1.873], [-3.238, -2.028, -3.281], [-2.570, -3.067, -3.530], [0.408, -0.721, -3.279], [2.171, -3.120, -2.374], [1.209, -3.605, -1.007], [-0.008, -3.359, -3.774], [0.895, -4.727, -3.267], [-1.068, -5.580, -2.691], [-0.733, -4.732, -1.199], [-2.972, -4.707, -2.470], [-3.683, -3.711, -0.790], [-2.173, -2.840, -0.422], [-2.822, -1.043, -1.636], [-4.433, -1.523, -1.544], [-3.588, -1.324, -4.003], [-2.319, -3.322, -4.473], [-1.660, 1.965, -1.470], [-1.608, 2.085, -0.038], [-2.825, 2.079, 0.714], [-0.747, 3.342, 0.343], [-1.111, 4.629, -0.219], [-2.345, 5.225, 0.427], [-0.528, 0.860, 0.615], [-1.229, 4.536, -1.299], [-0.250, 5.268, -0.041], [-3.233, 4.633, 0.213], [-2.511, 6.234, 0.050], [-2.230, 5.263, 1.509], [0.398, 0.875, 0.057], [-1.018, -0.101, 0.505], [-0.355, 1.068, 1.670], [3.052, 2.357, 1.671], [2.857, 1.383, 2.700], [1.655, 1.379, 3.475], [4.111, 1.396, 3.664], [4.489, 2.656, 4.272], [3.558, 3.071, 5.393], [3.107, -0.226, 2.039], [4.557, 3.426, 3.503], [5.492, 2.495, 4.659], [2.561, 3.297, 5.020], [3.944, 3.962, 5.887], [3.460, 2.272, 6.126], [4.032, -0.234, 1.470], [2.263, -0.443, 1.393], [3.144, -0.936, 2.861]]
}

***

{
  "formula": "C14H30O5S",
  "method": "the ωB97M-V functional and the def2-TZVPD basis",
  "lumo_ev": 0.7,
  "e_tot_ev": -36075.2427,
  "homo_energy_ev": -9.37,
  "orbital_gap_ev": 10.100,
  "symbols": ["C", "C", "C", "C", "C", "O", "S", "O", "O", "C", "H", "H", "H", "H", "H", "H", "H", "H", "H", "H", "H", "H", "H", "H", "C", "C", "C", "O", "C", "H", "H", "H", "H", "H", "H", "H", "H", "C", "C", "C", "O", "C", "H", "H", "H", "H", "H", "H", "H", "H"],
  "positions_angstrom": [[0.981, 1.986, 1.151], [1.808, 0.701, 1.121], [3.092, 0.830, 1.961], [3.184, -0.125, 3.144], [2.815, -1.578, 2.886], [4.446, 0.015, 3.844], [5.933, -0.347, 3.297], [6.526, 0.901, 2.918], [5.568, -1.102, 1.898], [5.933, -2.493, 1.868], [0.150, 1.941, 0.450], [1.607, 2.849, 0.927], [0.589, 2.140, 2.158], [2.051, 0.461, 0.089], [1.161, -0.103, 1.472], [3.969, 0.751, 1.325], [3.121, 1.839, 2.376], [2.469, 0.234, 3.887], [3.239, -1.968, 1.966], [1.734, -1.666, 2.820], [3.125, -2.181, 3.739], [6.942, -2.594, 1.476], [5.865, -2.945, 2.857], [5.225, -2.992, 1.215], [-0.637, -1.627, -3.121], [-1.740, -0.712, -2.587], [-1.013, 0.011, -1.463], [0.358, 0.102, -1.860], [0.593, -0.738, -2.990], [-0.803, -1.965, -4.143], [-0.537, -2.507, -2.482], [-2.048, -0.001, -3.355], [-2.626, -1.235, -2.239], [-1.074, -0.552, -0.525], [-1.398, 1.015, -1.285], [0.725, -0.111, -3.879], [1.515, -1.299, -2.826], [-6.388, 1.132, -0.660], [-6.170, 1.840, -1.997], [-4.658, 1.734, -2.154], [-4.274, 0.516, -1.514], [-5.362, 0.009, -0.739], [-7.403, 0.764, -0.519], [-6.150, 1.805, 0.166], [-6.674, 1.296, -2.798], [-6.521, 2.870, -2.010], [-4.149, 2.570, -1.663], [-4.337, 1.700, -3.196], [-5.777, -0.871, -1.242], [-4.985, -0.298, 0.237]]
}

***

{
  "formula": "C14H31AuGeNO5",
  "method": "the ωB97M-V functional and the def2-TZVPD basis",
  "spin_multiplicity": 2,
  "lumo_ev": [-9.2, -9.2],
  "e_tot_ev": -86939.2124,
  "homo_energy_ev": [-14.89, -16.41],
  "s_squared": 0.76,
  "total_charge": 2,
  "orbital_gap_ev": [5.645, 7.162],
  "symbols": ["Au", "C", "C", "C", "C", "O", "Ge", "O", "C", "C", "C", "C", "O", "C", "C", "C", "C", "H", "H", "H", "H", "H", "H", "H", "H", "H", "H", "H", "H", "H", "H", "H", "H", "H", "H", "H", "H", "H", "H", "H", "H", "H", "H", "H", "N", "C", "C", "O", "O", "H", "H", "H", "H"],
  "positions_angstrom": [[1.677, -0.301, 1.303], [-0.413, 3.048, -0.772], [0.908, 2.648, -0.129], [2.104, 3.079, -0.950], [1.003, 3.077, 1.320], [0.877, 1.159, -0.166], [-0.668, 0.344, -0.455], [-0.964, -0.122, 1.150], [-2.187, -0.543, 1.903], [-3.320, -0.666, 0.905], [-1.824, -1.883, 2.517], [-2.435, 0.537, 2.934], [-0.389, -0.836, -1.651], [-1.158, -1.030, -2.914], [-1.587, 0.349, -3.377], [-2.333, -1.937, -2.629], [-0.162, -1.668, -3.868], [-0.547, 4.128, -0.849], [-1.264, 2.693, -0.152], [-0.474, 2.660, -1.797], [2.138, 4.167, -1.007], [2.051, 2.680, -1.963], [3.028, 2.742, -0.481], [1.010, 4.165, 1.385], [1.931, 2.716, 1.765], [0.157, 2.706, 1.902], [-3.085, -1.416, 0.149], [-3.526, 0.307, 0.437], [-4.238, -0.980, 1.398], [-1.565, -2.610, 1.747], [-2.682, -2.262, 3.072], [-0.992, -1.780, 3.214], [-2.566, 1.510, 2.458], [-1.612, 0.593, 3.646], [-3.345, 0.310, 3.489], [-2.274, 0.790, -2.629], [-2.135, 0.311, -4.317], [-0.722, 1.000, -3.522], [-3.048, -1.461, -1.956], [-1.999, -2.878, -2.192], [-2.858, -2.161, -3.557], [0.713, -1.032, -4.003], [-0.640, -1.808, -4.837], [0.152, -2.643, -3.499], [4.886, -0.978, 1.220], [4.892, -2.132, 1.933], [3.151, -2.715, 2.406], [3.221, -3.882, 2.535], [2.346, -1.782, 2.582], [5.173, -1.019, 0.252], [5.158, -0.125, 1.688], [5.227, -2.047, 2.963], [5.211, -3.018, 1.401]]
}

***

{
  "formula": "C14H31MgO10S3",
  "method": "the ωB97M-V functional and the def2-TZVPD basis",
  "lumo_ev": -4.5,
  "e_tot_ev": -73439.1147,
  "homo_energy_ev": -10.83,
  "total_charge": 1,
  "orbital_gap_ev": 6.333,
  "symbols": ["Mg", "O", "H", "C", "C", "C", "O", "C", "O", "O", "H", "H", "H", "H", "H", "H", "C", "C", "C", "O", "C", "O", "O", "H", "H", "H", "H", "H", "H", "C", "S", "O", "C", "H", "H", "H", "H", "H", "H", "C", "S", "O", "C", "H", "H", "H", "H", "H", "H", "C", "S", "O", "C", "H", "H", "H", "H", "H", "H"],
  "positions_angstrom": [[2.858, 1.352, 1.245], [1.313, 0.502, 0.591], [0.681, -0.067, 0.173], [3.655, -1.176, -4.104], [2.956, -2.051, -3.032], [1.784, -1.417, -2.292], [0.647, -2.209, -2.567], [0.955, -3.118, -3.527], [0.146, -3.780, -4.073], [2.276, -3.075, -3.794], [4.242, -1.809, -4.763], [4.362, -0.532, -3.574], [2.914, -0.573, -4.622], [3.700, -2.386, -2.310], [1.707, -0.357, -2.547], [1.828, -1.543, -1.208], [-3.580, -1.044, 1.459], [-2.744, -1.232, 0.213], [-1.269, -1.753, 0.385], [-1.204, -2.959, -0.368], [-2.384, -3.213, -0.905], [-2.660, -4.030, -1.713], [-3.327, -2.316, -0.495], [-3.438, -1.911, 2.106], [-4.621, -0.906, 1.177], [-3.266, -0.175, 2.046], [-2.854, -0.352, -0.429], [-1.100, -1.931, 1.445], [-0.672, -0.924, 0.042], [2.467, -0.345, 5.503], [1.684, 0.759, 4.322], [2.688, 0.772, 3.176], [0.371, -0.337, 3.728], [1.681, -0.583, 6.223], [3.183, 0.295, 6.020], [2.964, -1.224, 5.107], [-0.269, 0.302, 3.114], [-0.355, -0.692, 4.464], [0.733, -1.145, 3.099], [0.803, 4.952, 3.105], [0.933, 3.950, 1.703], [1.971, 2.858, 1.961], [-0.706, 3.178, 1.675], [1.804, 5.119, 3.509], [0.315, 4.457, 3.952], [0.310, 5.900, 2.911], [-0.738, 2.514, 0.812], [-1.513, 3.889, 1.492], [-0.846, 2.711, 2.648], [-3.050, 0.167, -3.967], [-1.255, 0.596, -4.019], [-1.016, 1.802, -4.880], [-1.177, 1.226, -2.354], [-3.366, -0.322, -4.889], [-3.731, 1.010, -3.825], [-3.310, -0.555, -3.187], [-0.153, 1.267, -1.979], [-1.517, 0.369, -1.757], [-1.813, 2.097, -2.227]]
}

***

{
  "formula": "C14H31O3P",
  "method": "the ωB97M-V functional and the def2-TZVPD basis",
  "lumo_ev": 0.8,
  "e_tot_ev": -30452.5894,
  "homo_energy_ev": -9.02,
  "smiles": "CCCCOCP(=O)(CCCC)COCCCC",
  "orbital_gap_ev": 9.831,
  "symbols": ["C", "C", "C", "C", "O", "C", "P", "O", "C", "C", "C", "C", "C", "O", "C", "C", "C", "C", "H", "H", "H", "H", "H", "H", "H", "H", "H", "H", "H", "H", "H", "H", "H", "H", "H", "H", "H", "H", "H", "H", "H", "H", "H", "H", "H", "H", "H", "H", "H"],
  "positions_angstrom": [[-4.303, -2.911, 1.498], [-4.390, -2.214, 0.147], [-3.293, -1.165, -0.010], [-3.387, -0.457, -1.359], [-2.377, 0.506, -1.589], [-1.120, 0.017, -1.974], [0.157, 0.102, -0.603], [-0.190, -0.670, 0.602], [0.542, 1.888, -0.359], [-0.695, 2.762, -0.184], [-1.470, 2.400, 1.078], [-2.762, 3.199, 1.191], [1.683, -0.552, -1.477], [2.867, -0.022, -0.963], [3.153, -0.456, 0.357], [4.438, 0.217, 0.822], [5.665, -0.222, 0.021], [6.126, -1.634, 0.362], [-3.334, -3.392, 1.614], [-4.423, -2.192, 2.305], [-5.079, -3.667, 1.592], [-4.300, -2.955, -0.651], [-5.368, -1.736, 0.044], [-2.314, -1.637, 0.086], [-3.377, -0.421, 0.784], [-4.321, 0.111, -1.418], [-3.382, -1.199, -2.172], [-0.767, 0.632, -2.811], [-1.177, -1.027, -2.310], [1.174, 1.944, 0.533], [1.132, 2.217, -1.216], [-0.386, 3.811, -0.138], [-1.353, 2.642, -1.046], [-0.845, 2.580, 1.956], [-1.702, 1.335, 1.047], [-2.553, 4.267, 1.213], [-3.405, 2.991, 0.339], [-3.297, 2.935, 2.100], [1.664, -1.651, -1.390], [1.658, -0.277, -2.534], [3.252, -1.550, 0.367], [2.323, -0.191, 1.025], [4.308, 1.295, 0.713], [4.585, -0.006, 1.881], [6.482, 0.474, 0.225], [5.426, -0.156, -1.041], [6.359, -1.713, 1.422], [5.357, -2.366, 0.126], [7.018, -1.887, -0.205]]
}

***

- What is the formula in the fourth record?
  C14H30NO8S2